No. 1
{"formula": "C4Cl2", "method": "ωB97M-V/def2-TZVPD", "charge": 0, "e_homo_ev": -9.836, "e_lumo_ev": 0.29, "smiles": "ClC#CC#CCl", "homo_lumo_gap_ev": 10.122, "elements": ["Cl", "C", "C", "C", "C", "Cl"], "xyz": [[-1.006341, 3.103705, -1.502066], [-0.761381, 1.618904, -0.659255], [-0.344241, 0.618149, -0.158503], [0.309787, -0.565459, 0.290252], [0.739503, -1.591392, 0.674888], [1.062674, -3.183907, 1.354685]], "forces_ev_per_a": [[0.0448, -2.0454, 1.2656], [-0.1205, 2.4688, -1.4259], [1.4221, -1.8356, 0.4965], [-2.1673, 3.5180, -1.1780], [1.1405, -4.9153, 2.0934], [-0.3196, 2.8095, -1.2515]]}

=====

No. 2
{"formula": "C4F10P", "method": "ωB97M-V/def2-TZVPD", "charge": 1, "e_homo_ev": -13.488, "e_lumo_ev": -9.49, "homo_lumo_gap_ev": 3.995, "elements": ["C", "C", "C", "C", "F", "F", "F", "F", "F", "F", "F", "F", "F", "F", "P"], "xyz": [[2.911143, -1.951896, -1.773237], [2.322164, -0.795164, -1.985829], [-1.820540, -0.267723, 1.332401], [-1.879692, 1.236927, 0.975224], [2.871897, -2.567987, -0.630291], [3.824417, -2.429388, -2.572542], [1.558814, 0.022840, -2.543390], [-0.815122, -0.393164, 2.220182], [-2.920774, -0.744675, 1.852272], [-1.483367, -0.968407, 0.258157], [-2.344956, 1.467614, -0.247292], [-2.591435, 1.937617, 1.851822], [0.533524, 0.717716, 0.095005], [-0.122387, 2.936802, 0.043046], [-0.043685, 1.798888, 1.124472]], "forces_ev_per_a": [[1.6746, -2.5217, 1.0196], [-1.4273, 2.6890, -1.6172], [-0.3962, 0.5726, -0.1843], [1.5848, -0.0849, -0.0107], [-0.5428, 0.7915, -0.8657], [-1.0828, 0.9592, 0.2872], [1.2471, -1.8168, 1.2766], [0.0478, -0.2809, 0.4368], [-0.3827, -0.2167, 0.1881], [-0.0865, -0.4132, -0.3976], [-0.4186, -0.2619, -0.5638], [-0.4337, 0.0597, 0.5693], [0.4268, -0.6835, -0.3541], [-0.1741, 0.4529, -0.0482], [-0.0364, 0.7546, 0.2643]]}

=====

No. 3
{"formula": "C4F6NO8PtS2", "method": "ωB97M-V/def2-TZVPD", "charge": 1, "e_homo_ev": [-14.931, -14.931], "e_lumo_ev": [-6.56, -6.56], "homo_lumo_gap_ev": [8.370, 8.370], "elements": ["Pt", "O", "C", "O", "C", "O", "O", "F", "C", "F", "F", "S", "O", "O", "N", "S", "O", "O", "C", "F", "F", "F"], "xyz": [[0.050032, -0.298007, 0.079414], [2.378059, 3.235863, -0.449363], [2.048761, 2.171052, -0.206960], [1.738987, 1.067174, 0.049852], [-1.781305, 2.812586, -1.071402], [-2.180080, 3.842532, -1.381566], [-1.374409, 1.762583, -0.755091], [-1.972784, -4.381034, 1.901681], [-1.103556, -3.512128, 2.355943], [-1.120753, -3.465423, 3.668601], [0.112160, -3.766091, 1.911065], [-1.611662, -1.798028, 1.793104], [-0.593434, -0.852496, 2.250670], [-2.969909, -1.623744, 2.127939], [-1.394934, -1.612554, 0.122543], [-0.851237, -2.656779, -1.047698], [0.436468, -2.044852, -1.382515], [-0.986324, -4.029980, -0.754505], [-2.021293, -2.212669, -2.424272], [-3.239592, -2.537265, -2.052312], [-1.655839, -2.881245, -3.494129], [-1.933980, -0.907188, -2.640112]], "forces_ev_per_a": [[0.2706, -0.3331, 0.1285], [-0.0053, -0.0083, 0.0045], [-0.0086, 0.0310, -0.0152], [-0.0701, -0.0893, 0.0286], [-0.0798, -0.0486, 0.0186], [0.0014, 0.0147, -0.0107], [0.0605, 0.0988, -0.0183], [0.0164, 0.0106, -0.0056], [0.0989, 0.0402, -0.0290], [0.0171, -0.0023, 0.0108], [0.0207, 0.0010, -0.0114], [-0.3423, 0.1370, -0.3402], [0.0285, 0.1572, -0.0906], [0.0226, -0.1161, 0.0612], [0.2005, -0.0633, 0.1813], [-0.3502, 0.0469, 0.1070], [0.0383, 0.1351, 0.0033], [0.0770, 0.0006, -0.0305], [-0.0057, 0.0234, 0.0134], [-0.0024, 0.0014, -0.0047], [0.0207, -0.0186, 0.0009], [-0.0089, -0.0184, -0.0017]]}

=====

No. 4
{"formula": "C4H10BN", "method": "ωB97M-V/def2-TZVPD", "charge": 0, "e_homo_ev": -9.244, "e_lumo_ev": 0.92, "homo_lumo_gap_ev": 10.165, "elements": ["B", "C", "C", "C", "C", "N", "H", "H", "H", "H", "H", "H", "H", "H", "H", "H"], "xyz": [[0.844843, 0.346839, 2.268283], [-1.054459, -0.615666, -0.589742], [0.058741, -0.379312, -1.499032], [-1.036051, 0.630174, 0.363507], [1.242137, -0.164283, -0.656686], [0.312401, 0.497483, 0.954668], [2.028063, 0.282646, 2.638731], [0.067892, 0.392327, 3.101634], [-2.083624, -0.801751, -0.895478], [-0.774670, -1.502412, 0.068527], [0.413177, -1.177069, -2.258226], [-0.227188, 0.571672, -2.015068], [-1.258854, 1.606521, 0.048191], [-1.823441, 0.383578, 1.099843], [1.682008, -1.048152, -0.406991], [2.019278, 0.605214, -0.839713]], "forces_ev_per_a": [[0.3756, 0.5139, -1.9974], [-1.3969, -0.7964, 2.5883], [1.0095, 0.9918, -3.4330], [0.7745, -3.7861, 2.3803], [-1.0484, 4.1266, 2.9701], [2.3614, -1.0018, -2.0344], [-0.7782, -0.2440, -0.9351], [-1.1124, 0.1861, 1.1990], [0.2381, 0.0213, -0.9380], [-0.5757, 1.0533, -0.4873], [-1.2196, 1.0363, 0.9701], [0.6105, -0.7961, -0.2806], [0.0198, 1.1688, -1.2731], [0.4602, 0.2525, 0.1967], [1.1686, -2.3529, 1.2846], [-0.8868, -0.3731, -0.2103]]}

=====

Total energy values, unit eV, following the record order: -29188.0855, -40599.2311, -63229.7105, -6474.3648.
Relative energy (zero: lowest compared OMol25 entry of this formula, charge and spin) values, unit eV, following the record order: 0.204, 2.906, 0.000, 2.761.